Below is an isolated molecule of C17H20BrFN6O2, with properties calculated with ωB97M-V/def2-TZVPD.

Each line ends with the Mulliken charge.
Atoms and positions in Å:
O 1.45783 -1.74301 1.70476  -0.63
C 0.36554 -2.02740 2.15321  0.33
N -0.18466 -1.43410 3.23504  0.03
C 0.53252 -0.40132 3.96788  -1.08
C 0.62857 0.89612 3.17312  -0.48
C -0.70321 1.57594 2.97197  0.73
F -1.16009 2.03459 4.21463  -0.41
C -0.64403 2.79017 2.05368  -1.16
N -0.50298 2.39918 0.66739  0.89
C 0.60099 2.04157 -0.02338  0.05
C 0.13391 1.65623 -1.25230  -0.49
C 0.88947 1.16974 -2.43363  0.83
C 1.32345 2.26628 -3.36402  -0.44
C 1.55623 2.04342 -4.82907  -0.72
C 0.35443 2.82167 -4.36585  -0.52
C 1.78998 -0.02050 -2.22176  -0.53
C 0.49030 -0.17808 -2.96155  -0.79
N -1.21793 1.81081 -1.24660  -0.23
N -1.59636 2.24428 -0.08615  -0.90
C -0.47504 -3.11952 1.52879  0.39
N -0.14523 -4.37131 1.86575  -0.55
C -0.83902 -5.32959 1.27887  -0.33
N -1.82183 -5.17166 0.39594  -0.63
C -2.13817 -3.93154 0.07031  0.70
O -3.11600 -3.73693 -0.81396  -0.45
C -1.47690 -2.83150 0.62633  0.07
Br -1.90997 -1.07489 0.12372  -0.05
H -1.07117 -1.76724 3.57213  0.29
H 0.01242 -0.23955 4.91104  0.45
H 1.53734 -0.76251 4.18948  0.35
H 1.29688 1.59203 3.68805  0.43
H 1.06981 0.66139 2.20365  0.28
H -1.45415 0.87870 2.59093  0.11
H -1.57657 3.34438 2.13452  0.37
H 0.18310 3.44395 2.33279  0.36
H 1.59391 2.08770 0.38843  0.53
H 1.98498 2.98884 -2.89685  0.53
H 2.36897 2.58852 -5.28861  0.29
H 1.39151 1.05908 -5.24391  0.18
H -0.60752 2.33003 -4.42341  0.22
H 0.33399 3.88924 -4.53342  0.31
H 2.69926 -0.04605 -2.80749  0.28
H 1.86227 -0.44422 -1.22829  0.25
H -0.32441 -0.67369 -2.45263  0.04
H 0.52728 -0.34739 -4.02794  0.29
H -0.58476 -6.35025 1.53854  0.45
H -3.43496 -4.61160 -1.08014  0.37

Forces on the atoms, in the same order (eV/Å):
0.0 0.0 -0.1
0.0 -0.1 0.1
0.0 0.0 0.0
0.0 0.0 0.0
0.0 0.0 0.0
0.0 0.0 0.0
0.0 0.0 0.0
0.0 0.0 0.0
0.0 0.0 0.0
0.0 0.0 0.0
0.0 0.0 0.0
0.0 0.0 0.0
0.0 0.0 0.0
0.0 0.0 0.0
0.0 0.0 0.0
0.0 0.0 0.0
0.0 0.0 0.0
0.0 -0.1 0.0
0.0 0.0 0.0
0.0 0.0 -0.1
0.0 0.0 0.0
0.0 0.0 0.0
0.0 0.0 0.0
0.0 0.0 0.0
0.0 0.0 0.0
0.0 0.0 0.0
0.0 0.0 0.0
0.0 0.0 0.0
0.0 0.0 0.0
0.0 0.0 0.0
0.0 0.0 0.0
0.0 0.0 0.0
0.0 0.0 0.0
0.0 0.0 0.0
0.0 0.0 0.0
0.0 0.0 0.0
0.0 0.0 0.0
0.0 0.0 0.0
0.0 0.0 0.0
0.0 0.0 0.0
0.0 0.0 0.0
0.0 0.0 0.0
0.0 0.0 0.0
0.0 0.0 0.0
0.0 0.0 0.0
0.0 0.0 0.0
0.0 0.0 0.0

Calculated values
highest occupied orbital energy: -9.346 eV
charge: 0
SMILES string: O=C(NCC[C@@H](F)Cn1cc(C2(C3CC3)CC2)nn1)c1ncnc(O)c1Br
lowest unoccupied orbital energy: 0.46 eV

Below is a structure of composition C17H20ClO2P2Pd, with properties calculated with ωB97M-V/def2-TZVPD.

Each line ends with the Mulliken charge.
Atoms and positions in Å:
Pd 0.01221 -0.26350 -0.07833  -0.14
C -1.67411 0.05431 -3.27173  -1.16
P -0.95681 0.99617 -1.89785  1.13
C 0.06375 2.29928 -2.61737  -1.21
C -2.34611 1.75602 -0.99755  0.53
C -2.87550 2.96431 -1.44152  -0.57
C -3.96834 3.52777 -0.79577  -0.80
C -4.52139 2.90124 0.31126  -0.84
C -3.99326 1.69891 0.76324  -0.51
C -2.91030 1.11757 0.11160  0.57
P -2.27001 -0.48924 0.68887  0.98
C -3.43085 -1.74317 0.08642  -1.15
C -2.37697 -0.53191 2.49587  -1.16
H -2.29725 0.72974 -3.86166  0.42
H -2.28191 -0.77265 -2.91111  0.29
H -0.88309 -0.34015 -3.91158  0.41
H -0.48157 2.79657 -3.42026  0.47
H 0.96257 1.85234 -3.04620  0.41
H 0.35738 3.02286 -1.85840  0.42
H -2.44720 3.47439 -2.29452  0.34
H -4.38937 4.45434 -1.16177  0.44
H -5.36269 3.34480 0.82604  0.44
H -4.43635 1.21940 1.62682  0.34
H -4.42800 -1.46531 0.43408  0.43
H -3.17251 -2.72140 0.49485  0.43
H -3.43161 -1.80046 -1.00009  0.30
H -3.42257 -0.55473 2.80399  0.46
H -1.87702 0.33066 2.93345  0.39
H -1.90048 -1.44445 2.85902  0.39
Cl 6.26837 0.13393 4.31210  0.10
C 4.80215 -0.08166 3.57757  0.56
C 3.72314 -0.67135 4.30641  -0.64
C 2.53019 -0.84875 3.70923  -0.40
C 2.28939 -0.39775 2.32539  0.44
O 1.16625 -0.46724 1.86102  -0.30
C 3.44534 0.14700 1.57637  0.68
C 3.30149 0.47046 0.14112  -0.36
O 2.26484 0.44790 -0.47894  -0.44
C 4.63489 0.30171 2.20035  -0.60
H 3.87300 -0.97659 5.33520  0.48
H 1.69486 -1.31368 4.21984  0.50
H 4.23882 0.72903 -0.37581  0.43
H 5.48441 0.71474 1.66531  0.50

Forces on the atoms, in the same order (eV/Å):
-0.8 1.1 -0.5
0.4 0.0 0.0
-0.9 -0.9 1.2
0.4 -0.3 0.3
0.3 0.1 -0.2
0.0 -0.1 0.0
-0.1 0.0 0.0
0.0 0.0 -0.1
0.0 -0.1 0.0
0.0 -0.2 0.2
0.6 1.1 -1.0
0.5 -0.2 0.1
0.4 -0.2 -0.1
0.0 0.0 0.0
0.0 0.0 0.1
0.0 0.0 0.0
-0.1 -0.1 0.0
0.0 0.0 0.0
-0.1 0.0 0.0
0.0 0.0 0.0
0.0 0.0 0.0
0.0 0.0 0.0
0.0 0.0 0.0
0.0 0.1 0.0
0.0 0.0 0.0
0.0 0.0 0.0
0.0 0.0 -0.1
0.0 0.0 0.0
0.0 0.0 0.0
-0.6 -0.1 -0.4
0.4 -0.1 0.7
-0.2 -0.2 0.4
0.1 0.0 0.4
-0.4 0.0 0.0
0.2 -0.5 0.3
0.3 -0.2 0.4
0.4 0.3 -0.7
-0.5 -0.3 0.0
-0.3 0.3 -1.1
0.1 0.0 0.0
0.0 0.0 0.0
0.0 0.1 0.0
0.1 0.0 0.1

Calculated values
highest occupied orbital energy: -17.688 eV
charge: +3
lowest unoccupied orbital energy: -13.56 eV

Below is a structure of composition C17H20F3O3Ru, with properties calculated with ωB97M-V/def2-TZVPD.

Each line ends with the Mulliken charge.
Atoms and positions in Å:
Ru 0.07734 0.85525 1.03152  -0.25
C 1.84104 0.74403 2.33077  -0.24
C 2.27971 -0.10859 1.26371  -0.99
C 2.25399 0.62762 0.05136  -0.04
H 2.60764 -1.13744 1.36840  0.37
C 1.74756 1.94234 0.32730  -0.57
C 1.56582 2.03968 1.76508  -0.99
H 1.34669 2.93781 2.32852  0.65
H 1.79198 0.49867 3.38658  0.42
H 2.60948 0.28022 -0.91129  0.69
H 1.63773 2.75438 -0.38522  0.46
C -2.08952 0.61781 1.87983  -0.43
C -1.33264 1.76892 2.28336  -0.55
C -1.06327 2.54857 1.08507  -1.20
H -1.08498 2.05403 3.29861  0.49
C -1.57461 1.81265 -0.04082  -0.13
C -2.21670 0.63294 0.46642  -0.48
H -2.72309 -0.11867 -0.13575  0.25
H -2.50526 -0.12348 2.55631  0.50
H -0.62455 3.53550 1.04470  0.64
H -1.55238 2.15190 -1.07085  0.67
O -0.04464 -0.50284 -1.15504  0.34
C -0.15976 -0.11196 -2.80667  1.38
C 0.51189 -1.45890 -3.06938  -0.78
C 0.62210 1.14661 -3.03365  -1.41
C -1.62945 -0.06220 -3.13046  -1.47
C 0.47180 -1.77919 -1.57752  -0.70
H 1.53052 -1.36554 -3.45362  0.32
H -0.09489 -2.13611 -3.67250  0.35
H -0.24263 -2.56497 -1.30195  0.31
H 1.44969 -1.96143 -1.11581  0.22
H 0.61383 1.40483 -4.10265  0.46
H 1.65835 1.02053 -2.70211  0.32
H 0.16838 1.97495 -2.47144  0.06
H -1.78210 -0.24948 -4.20342  0.41
H -2.03776 0.92390 -2.88338  0.31
H -2.16346 -0.82739 -2.55440  0.31
F -0.40949 -3.67894 4.23338  -0.27
C -0.31666 -3.43486 2.90374  0.66
F 0.77080 -4.10848 2.42139  -0.27
F -1.42689 -3.95279 2.29658  -0.27
C -0.19106 -1.88630 2.58862  0.29
O -0.23249 -1.06579 3.51988  -0.59
O -0.05807 -1.63779 1.34675  -0.30

Forces on the atoms, in the same order (eV/Å):
-0.1 -6.5 -2.1
1.5 0.5 0.2
1.0 0.5 0.1
1.1 0.6 0.5
-0.3 0.2 0.0
2.3 0.6 -0.2
2.3 0.5 0.2
-0.1 -0.1 -0.1
-0.1 0.0 -0.3
-0.3 -0.1 0.1
0.1 -0.1 0.1
-1.0 0.9 0.2
-2.3 1.0 0.4
-2.3 1.1 0.5
-0.1 -0.1 -0.1
-1.3 0.9 0.2
-0.9 0.5 0.1
0.3 0.1 0.2
0.4 0.1 -0.2
0.1 -0.1 0.0
0.0 -0.1 0.2
-0.3 0.7 -3.6
0.0 -0.7 3.3
0.1 -0.1 0.3
0.0 0.1 0.0
0.0 0.2 0.0
-0.1 0.0 0.5
-0.2 0.0 -0.2
0.2 0.1 -0.2
0.3 0.0 0.0
-0.2 -0.2 0.0
0.0 -0.1 0.1
-0.2 0.1 -0.1
0.2 -0.2 -0.1
0.0 0.1 0.2
-0.1 -0.2 0.0
0.1 0.2 -0.2
0.0 -0.3 -0.8
0.1 0.9 -0.2
-0.8 0.1 0.4
0.7 0.0 0.5
0.1 1.2 -0.6
-0.1 -1.5 -0.2
-0.4 -0.6 1.2

Calculated values
2S+1: 5
highest occupied orbital energy (alpha / beta): -1.017 / -4.132 eV
charge: -1
lowest unoccupied orbital energy (alpha / beta): 2.81 / 2.78 eV

Below is a structure of composition C17H20F6N2OSr, with properties calculated with ωB97M-V/def2-TZVPD.

Each line ends with the Mulliken charge.
Atoms and positions in Å:
C 0.72314 -4.44855 -1.71784  -0.22
C 0.80860 -3.99994 -3.17202  -0.87
H 1.73635 -4.53549 -1.28999  0.26
H 0.25155 -5.43936 -1.69811  0.32
H 0.13226 -3.80119 -1.06292  -0.23
H 1.13881 -2.97899 -3.31224  0.16
H 1.50121 -4.66253 -3.69612  0.35
H -0.16923 -4.08296 -3.66660  0.30
C 1.59514 0.39825 2.72107  -0.23
C 2.20684 1.16898 3.71346  -0.87
C 2.63750 2.45542 3.39416  -0.42
C 2.42997 2.91777 2.09310  -0.67
H 1.25973 -0.62386 2.91610  0.38
H 2.37405 0.73073 4.71198  0.36
H 3.14517 3.08679 4.12539  0.42
H 2.84680 3.87028 1.76520  0.30
N 1.40859 0.84326 1.45676  0.26
C 1.75490 2.11265 1.15524  0.16
C 1.48417 2.59229 -0.23392  0.75
N 0.89374 1.73073 -1.10302  0.26
C 0.59099 2.15547 -2.33873  -0.20
C 1.52352 4.32553 -1.93279  -0.42
C 0.85210 3.45592 -2.79532  -0.88
H 0.10285 1.40497 -2.98771  0.24
H 0.53013 3.73899 -3.80183  0.40
C 1.86688 3.87876 -0.65462  -0.66
H 2.44231 4.49960 0.02210  0.25
H 1.78158 5.33763 -2.23738  0.42
Sr 0.42304 -0.94094 -0.26984  1.80
C -0.52950 -0.83949 -2.89376  -1.63
H 0.34719 -0.71034 -3.55645  0.33
H -1.31790 -0.10625 -3.09585  0.31
H -0.90727 -1.87329 -2.84930  0.39
C -3.52343 0.38306 1.71776  -1.85
C -2.37213 -0.54887 1.41267  0.98
O -1.24111 0.03380 0.98862  -1.09
C -2.07985 -1.26240 2.79935  0.73
F -3.22626 -1.83612 3.27604  -0.29
F -1.11554 -2.22211 2.76740  -0.25
F -1.67109 -0.32721 3.71082  -0.27
C -2.76616 -1.64083 0.34280  0.45
F -3.82758 -2.41470 0.65714  -0.27
F -3.00374 -1.05187 -0.87360  -0.25
F -1.69658 -2.54061 0.09454  -0.28
H -3.24610 0.98482 2.58051  0.43
H -4.38178 -0.24612 1.95352  0.43
H -3.71387 1.02833 0.86423  0.40

Forces on the atoms, in the same order (eV/Å):
0.4 -0.3 0.0
-0.4 -0.3 -0.2
-0.3 -0.1 0.0
0.2 0.2 0.3
-0.1 0.0 -0.2
0.1 0.2 0.1
0.0 0.1 -0.1
0.3 0.1 0.1
0.3 0.7 -0.7
-0.1 -0.4 0.3
-0.1 -0.1 -0.6
-0.1 -0.2 -0.1
0.1 0.3 0.0
-0.2 0.4 -0.6
-0.1 -0.3 -0.2
-0.3 -0.2 0.4
0.3 0.4 0.8
0.6 -0.6 0.5
0.0 0.1 -1.3
0.3 0.5 0.5
-0.1 -0.1 0.0
-0.1 -0.4 0.0
0.1 -0.2 0.4
0.4 0.5 0.5
0.2 0.0 0.4
-0.3 -0.5 0.1
-0.3 0.2 -0.2
0.0 -0.2 0.0
-0.6 0.8 -1.0
0.9 -0.1 1.2
-0.6 -0.3 -0.1
0.1 -0.3 0.0
0.0 0.4 -0.6
-0.4 -0.3 -0.3
1.2 -0.9 0.3
0.0 -0.1 0.0
-0.7 0.3 -0.1
1.0 0.1 0.2
-0.4 0.5 0.0
-0.2 -1.0 -0.6
-0.4 0.0 -0.8
0.7 0.5 -0.3
0.1 -0.8 1.6
-0.9 0.9 0.4
-0.1 0.1 -0.1
-0.3 0.4 0.0
0.0 0.0 0.0

Calculated values
highest occupied orbital energy: -6.014 eV
charge: 0
lowest unoccupied orbital energy: -0.48 eV

Calculated M (Da), listed in the same order as above: 439.3; 460.2; 430.4; 470.0